Entry 1:
C67H163N7O18 | ωB97M-V with the def2-TZVPD basis set

Cartesian coordinates (Å):
1 O -6.54680 1.74598 1.53981
2 O -1.95196 6.23020 0.74163
3 O -3.02146 -2.52378 6.63412
4 O -1.82440 -3.39786 1.21710
5 O -1.66814 -3.99977 -1.57584
6 O 3.03307 -5.96586 6.48256
7 O 6.81561 2.23035 1.44093
8 O 2.51306 -4.92893 -1.02738
9 O -1.54451 -6.08245 3.07405
10 O -5.50747 -2.02265 -4.90650
11 O -2.35085 -3.56417 4.21426
12 O 3.61112 -3.76235 -5.57995
13 O 2.07844 -6.63244 1.52839
14 O -2.47291 4.96110 -1.88794
15 O -5.10816 -4.61737 4.03582
16 O -6.26811 -4.41452 -0.10917
17 O -5.43770 0.86113 -1.14724
18 O -0.27428 -6.00982 -0.83353
19 N 5.47329 2.39941 1.21285
20 N -1.32976 -2.20791 1.82588
21 N -2.22559 6.22089 2.14026
22 N 3.27387 -4.65666 6.24894
23 N -4.30140 -2.24266 -5.55199
24 N 3.90666 -2.40895 -5.54320
25 N -1.14745 4.86613 -2.12671
26 C 0.14247 -2.10534 1.73721
27 C 6.19911 -2.64815 -4.54004
28 C -0.14252 0.36770 2.13890
29 C -0.64732 5.98456 -2.96742
30 C 3.16189 2.47918 2.05833
31 C -2.06042 -1.66269 -7.33011
32 C 1.30961 4.44146 -3.68080
33 C -4.08699 -1.57690 6.55210
34 C 4.58915 1.96862 2.36699
35 C 3.35202 -0.17858 -4.74010
36 C -3.77876 0.19406 -5.48932
37 C -2.16878 -1.01586 1.46750
38 C 5.54090 -0.57082 -5.87169
39 C -4.92444 -4.60622 -0.16079
40 C -1.57355 0.23100 2.21393
41 C 2.99662 -3.88082 7.50446
42 C 5.95495 -2.66444 -7.02764
43 C 3.05771 -1.69212 -4.58545
44 C -2.16060 8.69167 2.11722
45 C 0.68044 -3.35903 2.53562
46 C -5.18259 -4.15556 -6.86309
47 C 4.26953 -2.87089 4.85033
48 C 3.08647 -2.31827 7.11134
49 C -0.73597 3.45290 -2.45840
50 C 5.73881 -4.82725 5.62154
51 C 4.80322 0.24557 -4.77451
52 C 4.66273 0.51913 2.79267
53 C 4.30669 -4.38876 5.22076
54 C -3.18623 -1.35976 -3.67456
55 C -3.10227 7.38447 4.10601
56 C -4.35545 7.52288 1.87682
57 C -1.37815 6.26208 -4.33205
58 C 1.58832 -1.86597 -4.95436
59 C 5.43859 0.89884 -0.70231
60 C 3.18243 -2.07002 -3.17844
61 C 0.63703 -0.84496 2.53876
62 C 3.62318 2.63296 -0.43254
63 C -4.82054 2.02184 -1.64141
64 C -3.02745 7.43854 2.58878
65 C -2.47430 -0.64744 -0.06241
66 C 4.02328 -4.09074 8.60484
67 C -3.32054 -1.25732 -5.19355
68 C 5.03134 2.78154 3.53217
69 C 5.11358 2.23325 -0.23274
70 C -3.01169 -2.89079 -7.61536
71 C -3.60924 6.08550 4.67987
72 C 0.67432 -2.02120 0.34211
73 C 5.98674 3.23438 -0.99792
74 C -2.69890 4.92729 4.22238
75 C -1.93631 -1.48186 -5.84106
76 C -2.52135 4.84098 2.70114
77 C 2.67590 2.13649 0.65285
78 C -4.44833 -2.79401 -6.93354
79 C 0.80897 3.37515 -2.70923
80 C -1.43184 2.84244 -3.72693
81 C -3.59132 -1.26178 1.99155
82 C -1.24647 3.93293 2.53002
83 C -0.95155 2.52215 -1.24550
84 C 1.54587 -4.17160 7.98587
85 C -7.21869 2.94180 1.92207
86 C 0.84879 5.79016 -3.13652
87 C -5.27220 -1.86811 -7.85164
88 C 5.34787 -2.12608 -5.70008
89 C -3.85326 4.18805 2.10495
90 C 4.18814 -1.97697 6.08548
91 C 4.01116 -5.18374 3.91285
92 C -0.73106 7.27541 -2.05699
93 H 3.05009 -5.01164 3.42826
94 H 4.25130 2.74134 4.29245
95 H -3.65091 -1.61140 3.02224
96 H 3.31410 2.27593 -1.41494
97 H -1.30538 5.39083 -4.98300
98 H 2.80508 -7.19294 1.25621
99 H 3.00243 0.44291 -3.91570
100 H 5.02824 -3.81052 8.28925
101 H 1.72698 -3.21397 2.80362
102 H -4.10370 0.36834 -6.51506
103 H 1.38354 -1.65883 -6.00473
104 H -1.08388 -3.49369 -2.14042
105 H 2.86991 0.34268 -5.56712
106 H 0.07922 -6.88846 -0.69472
107 H -1.06871 -1.85362 -7.74017
108 H -4.40681 -5.12588 -0.96709
109 H -4.78019 4.38404 2.64391
110 H -2.83953 0.37499 -0.15917
111 H -6.40693 -3.92708 0.70615
112 H -4.86818 8.39849 2.27496
113 H -4.59572 0.63470 -4.91789
114 H 1.65548 2.51150 0.57403
115 H -1.24976 3.43922 -4.62067
116 H 2.19169 -2.06283 6.54369
117 H 2.39747 4.38600 -3.64102
118 H -4.25822 2.51195 -0.84663
119 H 1.47964 3.55723 -1.86949
120 H -0.60943 1.51927 -1.50098
121 H 5.52627 3.48345 -1.95398
122 H 0.20583 -3.47745 3.50968
123 H -2.56857 -3.77073 -7.14905
124 H 2.51682 1.90354 2.72212
125 H -4.01218 4.46900 1.06384
126 H -2.96588 -2.38810 -3.38810
127 H 1.76268 -2.08095 0.34513
128 H 2.40631 -1.69627 -2.51056
129 H -1.74682 7.63260 -1.88739
130 H 5.14581 -0.28312 -6.84598
131 H -1.96735 2.46564 -0.85427
132 H -2.12757 7.60662 4.54037
133 H -5.25393 -2.33571 -4.03512
134 H 5.95267 2.42711 3.99438
135 H 4.66407 -4.80052 3.12865
136 H -2.41441 6.43800 -4.04339
137 H -1.25648 8.69175 2.72606
138 H 0.61215 -4.30342 1.99567
139 H -4.48023 -4.94498 -6.59550
140 H -2.31955 -0.81189 -3.30470
141 H 0.38030 -1.13464 -0.21974
142 H -4.11912 -1.97015 1.35302
143 H -0.27053 7.13270 -1.07941
144 H -2.06934 -4.43718 3.94069
145 H -5.48041 -2.23010 -8.85848
146 H 5.37388 0.18097 -3.84807
147 H 6.46528 0.54138 -0.62326
148 H -2.51439 2.90398 -3.61570
149 H -0.12212 8.10595 -2.41405
150 H -0.28189 2.88663 -0.46653
151 H 1.33603 5.96015 -2.17641
152 H -4.99169 -2.13239 6.30497
153 H 4.88904 1.32432 -4.90506
154 H -1.89846 0.34156 3.24847
155 H 4.43709 -0.18492 1.99173
156 H -4.90537 -0.85338 -8.00606
157 H 1.40535 -5.16836 8.40401
158 H -5.88059 1.09382 -0.32792
159 H -6.68650 1.12413 2.25771
160 H -3.72057 3.10899 2.18328
161 H 0.31823 -1.00847 3.56819
162 H 2.63786 1.04739 0.63002
163 H -2.10075 -2.99284 3.48813
164 H -6.92458 3.24247 2.92765
165 H 3.73504 -6.39928 6.97346
166 H 3.39000 -2.71280 4.22621
167 H 3.42415 3.70452 -0.41765
168 H -2.56728 -0.82339 -7.80631
169 H -4.10496 7.72979 0.83637
170 H 3.24918 -3.15632 -3.11848
171 H -1.27841 2.94274 2.98455
172 H 5.23554 -2.64427 4.39916
173 H 4.06375 -0.97314 5.67938
174 H 1.92371 -6.86746 2.44328
175 H 7.26217 -2.58914 -4.77351
176 H 7.02401 2.90257 -0.95216
177 H 4.03450 0.26654 3.64685
178 H -1.07268 3.88964 1.45483
179 H 6.60567 -0.36409 -5.76390
180 H -4.13730 -1.10098 7.53142
181 H 6.41377 -4.81889 4.76569
182 H -0.34652 4.37207 2.96054
183 H 2.45547 -5.30023 -0.14701
184 H -0.75117 -6.35142 3.53720
185 H 6.12098 -4.14564 6.38143
186 H 4.07130 -1.65113 -2.70670
187 H 5.34166 -2.31589 -7.85859
188 H -2.66162 9.63786 2.32167
189 H -3.72678 5.98046 5.75841
190 H 0.91590 -1.22657 -4.38241
191 H 1.25520 -2.90028 -4.86869
192 H 4.20742 -5.10150 8.96895
193 H -6.03969 -4.18660 -6.19040
194 H 5.11481 3.85554 3.36590
195 H -4.16435 1.73664 -2.46371
196 H 3.18211 -5.45436 -1.46616
197 H 5.11753 -1.85278 6.64129
198 H -2.01415 1.12418 1.77098
199 H -5.53968 -4.38237 -7.86765
200 H -1.18604 1.78656 -3.84010
201 H -1.86219 8.75406 1.07072
202 H 0.37022 -2.88672 -0.24654
203 H 5.79694 -3.73406 -7.16568
204 H 0.10142 0.63835 1.11160
205 H -6.26433 -1.70665 -7.43008
206 H 3.13493 -3.84279 -6.40964
207 H -1.77229 4.99808 4.79202
208 H -4.61820 -5.09524 0.76397
209 H 5.20951 0.71239 -1.75152
210 H -2.52978 5.30124 -0.99202
211 H -4.43163 -3.64736 -0.32151
212 H 1.14635 2.43791 -3.15179
213 H -2.83087 -2.81902 5.74074
214 H 3.04643 3.54788 2.23899
215 H 4.05485 -6.26971 3.99558
216 H -4.18981 -0.35084 1.99972
217 H 1.70297 -0.61799 2.51932
218 H -3.17505 -1.33761 -0.53219
219 H -3.61538 8.29841 4.40524
220 H 6.04428 -3.72351 -4.45225
221 H -3.07489 3.95662 4.54568
222 H -2.97068 0.87757 -5.22874
223 H -4.18105 -4.44512 4.20023
224 H -4.58529 5.86623 4.24703
225 H 5.76052 -5.84326 6.01570
226 H 0.19187 1.17669 2.78836
227 H 5.97712 4.20704 -0.50606
228 H -4.03665 -1.12884 -3.03305
229 H -1.52601 -2.40799 -5.43851
230 H -7.01543 3.83152 1.32609
231 H -1.81703 -3.26576 0.26626
232 H -5.51490 2.78109 -2.00126
233 H -8.29150 2.74912 1.92878
234 H -1.09151 6.65592 0.74333
235 H 7.06427 3.14221 1.60901
236 H -4.98260 6.63514 1.79496
237 H 0.33870 -5.43029 -0.38118
238 H 6.97284 -2.36708 -7.27978
239 H 1.16571 -3.45245 8.71141
240 H 3.64311 -3.52356 9.45447
241 H -1.01255 7.13042 -4.88015
242 H -3.66022 -0.89787 5.81395
243 H 0.81019 -4.08441 7.18633
244 H 4.81468 0.16177 -0.19677
245 H 1.01758 4.20696 -4.70444
246 H 5.68343 0.18558 2.97973
247 H -1.54103 -0.58416 -0.62197
248 H 6.07419 -2.23319 -3.53988
249 H -5.42553 -3.82658 3.59975
250 H 1.18991 6.56322 -3.82506
251 H -1.20191 -4.82171 -1.42328
252 H -1.22600 -5.57890 2.32491
253 H -3.04304 -3.12313 -8.67984
254 H 3.25054 -1.71978 8.00744
255 H -1.24566 -0.68356 -5.56935

Calculated values
E_LUMO: -0.237 eV
Kohn-Sham gap: 7.40 eV



Entry 2:
C3H3Br2Cl | ωB97M-V with the def2-TZVPD basis set

Cartesian coordinates (Å):
1 Br -1.70015 -0.67960 2.43600
2 Br 0.99525 3.48037 2.44919
3 Cl -1.96418 3.28066 2.36425
4 C -1.21701 0.37928 -0.22773
5 C -0.62600 2.86265 1.50778
6 C -0.75156 0.28645 1.18598
7 H -1.64411 1.36931 -0.11961
8 H -0.21009 0.23959 -0.84552
9 H -2.00246 -0.27258 -0.56063

Calculated values
E_LUMO (alpha / beta): -1.294 / -1.396 eV
Kohn-Sham gap (alpha / beta): 6.96 / 6.96 eV



Entry 3:
C5H27N3O6 | ωB97M-V with the def2-TZVPD basis set

Cartesian coordinates (Å):
1 O -0.29710 2.66663 -0.06240
2 O 1.81639 1.88421 -1.83160
3 O -2.24178 0.27926 3.93279
4 O 3.07817 2.32771 1.29981
5 O -3.17273 2.39398 0.33036
6 O 0.71731 0.82803 1.57267
7 N 1.69632 -2.07114 0.82673
8 N -0.53932 0.93931 -2.28016
9 N 1.10742 -1.12856 -1.31538
10 C -0.95342 -0.50274 -2.18071
11 C 2.13107 -1.14212 -0.15834
12 C -0.30976 -1.04910 -0.92262
13 C -0.92533 -2.46564 -0.66544
14 C -1.71727 -2.62357 0.74144
15 H -0.35137 2.11725 -1.00564
16 H -2.01709 -0.39779 -2.19871
17 H -0.38944 -0.28478 -0.06453
18 H 2.36527 -0.19025 0.16745
19 H -2.08188 -3.68424 0.91661
20 H -0.51035 -0.98533 -2.95957
21 H 2.72550 1.66864 1.83146
22 H 2.30584 1.07610 -1.89215
23 H -0.12893 -3.12654 -0.56863
24 H 2.17481 2.18354 -0.94759
25 H -3.70424 2.08415 1.02367
26 H -2.38261 2.67765 0.69641
27 H 0.49395 1.14253 -2.55802
28 H -1.38964 0.68285 4.27177
29 H 0.24662 3.35503 -0.36650
30 H 3.10106 -1.30557 -0.78451
31 H -1.81744 -2.65101 -1.42308
32 H -2.47498 -1.88311 0.91712
33 H 1.91577 -1.94005 1.76157
34 H 0.58831 -0.04398 1.27043
35 H 2.37663 2.97223 1.26218
36 H 1.16309 -2.87365 0.64186
37 H -1.10636 1.64911 -2.81205
38 H -1.09175 -2.38264 1.52404
39 H -2.17016 0.40932 3.01267
40 H 0.39114 1.34065 0.89431
41 H 1.37827 -1.94642 -1.89768

Calculated values
E_LUMO: 0.469 eV
SMILES string: CC[C@H](CN)NCN.O.O.O.O.O.O
Kohn-Sham gap: 9.53 eV